{
  "formula": "C37H43N6O3Se3SiTeTl",
  "method": "ωB97M-V/def2-TZVPD",
  "e_lumo_ev": 3.64,
  "homo_ha": -0.084,
  "e_tot_ha": -9924.49791,
  "orbital_gap_ha": 0.21828,
  "total_charge": -2,
  "de_lowest_kcal_mol": 7.7,
  "symbols": ["Tl", "Se", "Se", "Te", "Se", "N", "C", "C", "C", "C", "N", "C", "N", "N", "C", "O", "O", "H", "H", "H", "H", "H", "H", "H", "H", "H", "H", "H", "H", "H", "H", "C", "N", "C", "C", "C", "C", "C", "N", "C", "C", "C", "C", "C", "C", "H", "H", "H", "H", "H", "H", "H", "H", "H", "H", "H", "O", "Si", "C", "C", "C", "C", "C", "C", "C", "C", "C", "C", "C", "C", "C", "C", "C", "C", "C", "C", "H", "H", "H", "H", "H", "H", "H", "H", "H", "H", "H", "H", "H", "H", "H", "C", "H", "H", "H"],
  "xyz": [[-0.2717, 1.1270, -1.0434], [-3.8889, 1.2108, -0.3118], [-6.0849, 1.6288, -0.0331], [-5.3608, 0.2035, -4.3046], [-3.6639, 0.2759, -2.4036], [-0.1961, -1.9161, -0.3478], [0.9293, -2.6612, -0.9160], [0.4884, -4.0829, -1.2881], [-0.7929, -4.2494, -2.1360], [-0.6212, -4.1944, -3.6670], [-0.4104, -2.8708, -4.2423], [-1.3704, -1.9427, -4.2893], [-2.6570, -2.3045, -4.3512], [-1.0389, -0.6595, -4.4220], [1.5538, -1.9253, -2.1195], [2.2224, -2.6272, -2.9239], [1.3080, -0.7032, -2.2508], [0.1082, -1.2274, 0.3456], [-0.8023, -2.5510, 0.1628], [1.7502, -2.7703, -0.1938], [0.3191, -4.6021, -0.3383], [1.3211, -4.5761, -1.7907], [-1.5341, -3.5015, -1.8388], [-1.2043, -5.2377, -1.9102], [-1.4962, -4.6433, -4.1440], [0.2479, -4.7891, -3.9451], [0.5578, -2.5446, -4.1472], [-2.9245, -3.2426, -4.1205], [-3.3881, -1.6117, -4.2388], [-0.1302, -0.3953, -4.0336], [-1.7855, 0.0134, -4.3017], [0.9658, 3.0526, -4.3850], [0.9369, 2.9419, -2.9497], [1.5568, 3.8385, -2.2750], [1.7258, 3.8479, -0.8568], [2.3414, 4.8648, -0.1073], [2.3403, 4.4281, 1.2176], [1.7339, 3.1612, 1.1995], [1.3669, 2.8041, -0.0360], [1.9133, 2.0730, -5.0552], [1.9303, 1.9906, -6.4472], [2.7987, 1.1281, -7.0973], [3.6554, 0.3196, -6.3586], [3.6332, 0.3869, -4.9739], [2.7715, 1.2626, -4.3244], [1.2526, 4.0686, -4.7052], [-0.0394, 2.8681, -4.7792], [1.9988, 4.7001, -2.8007], [2.7050, 5.8053, -0.5010], [2.7332, 4.9413, 2.0836], [1.5685, 2.4933, 2.0336], [1.2579, 2.6172, -7.0261], [2.7975, 1.0738, -8.1804], [4.3343, -0.3586, -6.8621], [4.2726, -0.2621, -4.3887], [2.7412, 1.3007, -3.2438], [-0.1002, 0.1044, 1.5030], [-0.2738, 0.1272, 3.0636], [1.3332, 0.4476, 4.0415], [1.5456, 1.5764, 4.8344], [2.7513, 1.7797, 5.4988], [3.7755, 0.8514, 5.3796], [3.5910, -0.2778, 4.5906], [2.3842, -0.4708, 3.9326], [-1.4536, 1.4570, 3.7280], [-2.2721, 1.2993, 4.8482], [-3.0864, 2.3304, 5.3005], [-3.1055, 3.5459, 4.6304], [-2.3012, 3.7269, 3.5134], [-1.4846, 2.6935, 3.0726], [-0.8845, -1.5308, 3.8098], [-0.5037, -1.9459, 5.0915], [-0.9523, -3.1438, 5.6365], [-1.8078, -3.9619, 4.9105], [-2.1925, -3.5801, 3.6318], [-1.7299, -2.3841, 3.0962], [0.7562, 2.3144, 4.9309], [2.8931, 2.6659, 6.1072], [4.7172, 1.0074, 5.8943], [4.3886, -1.0051, 4.4866], [2.2476, -1.3523, 3.3126], [-2.2808, 0.3473, 5.3712], [-3.7162, 2.1820, 6.1707], [-3.7614, 4.3413, 4.9635], [-2.3291, 4.6650, 2.9732], [-0.8464, 2.8449, 2.2067], [0.1636, -1.3207, 5.6758], [-0.6345, -3.4411, 6.6302], [-2.1689, -4.8913, 5.3367], [-2.8561, -4.2135, 3.0538], [-2.0321, -2.1070, 2.0921], [-3.6036, -0.4610, 0.6330], [-2.5264, -0.6325, 0.6321], [-4.1560, -1.2457, 0.1273], [-3.9634, -0.3197, 1.6522]],
  "forces_ev_per_angstrom": [[-0.0219, -0.0394, 0.2424], [-0.5605, 0.5524, 0.8153], [-0.3542, 0.0968, 0.2010], [-0.1327, 0.1516, 0.4628], [0.8091, -0.6641, -1.4931], [0.1576, -0.4399, -0.2289], [-0.3566, 0.0525, -0.0997], [-0.0367, -0.0704, 0.0135], [0.2405, 0.3134, -0.0916], [-0.0041, -0.0462, 0.2590], [0.4258, 0.0751, 0.4543], [-0.1464, -0.2479, -0.3011], [0.3331, -0.1927, 0.1586], [0.3372, 0.0609, 0.1956], [-0.1517, -0.1698, -0.3406], [-0.1883, 0.0549, -0.0116], [-0.0466, 0.2344, -0.1262], [-0.1061, 0.0947, 0.0437], [0.0925, -0.0340, 0.0495], [0.0496, -0.0675, 0.0284], [-0.0402, -0.0815, -0.0457], [0.0235, -0.0302, 0.0184], [-0.0520, -0.0527, 0.0539], [-0.0852, 0.0238, -0.0344], [0.0715, -0.0969, -0.0596], [-0.0136, -0.0239, -0.1002], [-0.1277, 0.0535, 0.1068], [0.1078, -0.0565, -0.0143], [-0.2480, 0.2857, -0.1397], [-0.1236, -0.0011, 0.0013], [0.0368, 0.0776, 0.0076], [-0.0050, 0.0504, -0.0050], [0.2808, -0.1099, 0.0723], [-0.2556, 0.0366, -0.1447], [0.1993, -0.0453, 0.2970], [-0.1059, 0.0241, -0.1689], [-0.0155, -0.0588, 0.0478], [0.0477, -0.0053, 0.0869], [-0.0092, 0.1537, -0.4053], [-0.0237, 0.0022, -0.0114], [0.0427, 0.0054, -0.0313], [-0.0527, 0.0023, -0.0165], [0.0273, 0.0428, 0.0421], [0.0370, -0.0648, -0.0453], [-0.0451, 0.0523, 0.0655], [-0.0215, 0.0194, -0.0003], [-0.0267, 0.0346, 0.0054], [0.0278, 0.0115, 0.0103], [0.0489, -0.0376, 0.0275], [-0.0199, -0.0093, -0.0056], [0.0160, -0.0189, -0.0123], [-0.0111, -0.0218, 0.0135], [0.0061, 0.0158, 0.0121], [-0.0294, -0.0242, 0.0075], [-0.0436, 0.0048, 0.0153], [-0.0131, -0.0635, -0.0275], [-0.1207, 0.1480, 0.0353], [0.0576, -0.0416, 0.3399], [0.0791, -0.0331, -0.1152], [0.0188, -0.0535, 0.0201], [0.0091, -0.0343, -0.0090], [0.0002, 0.0082, 0.0140], [-0.0613, -0.0304, -0.0214], [-0.0039, 0.0739, 0.0146], [-0.0872, 0.0633, -0.1756], [0.0336, -0.0671, -0.0147], [-0.0047, 0.0010, 0.0158], [-0.0085, -0.0332, -0.0180], [-0.0471, -0.0399, -0.0201], [0.0497, -0.0283, -0.0087], [0.0967, 0.0066, 0.0566], [-0.0703, -0.0101, -0.0249], [-0.0433, 0.0085, 0.0005], [0.0276, 0.0182, -0.0247], [0.0077, 0.0183, 0.0501], [-0.0111, -0.0010, -0.0712], [0.0094, -0.0036, 0.0113], [-0.0066, 0.0068, -0.0132], [-0.0108, 0.0080, -0.0092], [0.0019, 0.0150, -0.0030], [0.0416, 0.0102, 0.0129], [-0.0047, 0.0279, 0.0040], [-0.0116, -0.0093, -0.0099], [0.0095, 0.0176, 0.0221], [0.0485, 0.0176, -0.0043], [-0.0829, 0.0093, -0.0342], [0.0039, -0.0087, -0.0114], [-0.0064, 0.0211, -0.0057], [0.0161, 0.0003, -0.0134], [0.0088, 0.0101, -0.0120], [0.0160, -0.0045, 0.0580], [0.1101, 0.0345, 0.3112], [0.0132, -0.0223, -0.0894], [-0.0425, 0.0140, -0.0812], [0.0203, 0.0732, -0.0301]]
}